Entry 1:
ORCA calculation (ωB97M-V with the def2-TZVPD basis set) on a structure of composition C29H37CsN10O3S.

The calculation puts the lowest unoccupied orbital energy at -0.08 eV. The calculation puts the HOMO-LUMO gap at 0.2522 Eh. The energy above the lowest of the compared OMol25 structures with the same formula, charge and spin comes out at 15.1 kcal per mole. The calculation puts the strongest force on any atom at 0.0046 Eh/bohr. For the total energy, the calculation gives -63100.6150 eV.

Structure (ORCA input):
```
! wB97M-V def2-TZVPD RIJCOSX def2/J DEFGRID3
* xyz 0 1
Cs -0.01197 0.91520 0.73994
O 4.34268 2.89591 2.42089
C 3.46473 2.22532 1.83597
N 2.39110 1.65959 2.35486
C 2.31433 1.90393 3.76981
C 1.12454 1.31466 4.47523
C 1.05730 1.45777 5.86979
C -0.02570 0.96750 6.56148
C -1.03876 0.32630 5.85402
C -0.89061 0.21310 4.48903
N 0.15782 0.69414 3.80697
C 3.67684 2.03193 0.33079
C 4.81489 2.61561 -0.22755
C 5.06770 2.46290 -1.57695
C 4.18060 1.72336 -2.34699
C 3.07857 1.17631 -1.71409
N 2.82198 1.32332 -0.41375
H 2.31143 2.98389 3.99157
H 3.21105 1.54338 4.29880
H 1.86392 1.96197 6.38743
H -0.08761 1.08047 7.63664
H -1.91267 -0.07488 6.34932
H -1.65378 -0.28252 3.89379
H 5.46472 3.17382 0.43016
H 5.94612 2.91218 -2.02401
H 4.33518 1.57019 -3.40678
H 2.35505 0.59182 -2.27541
C -5.55406 1.97766 1.69077
O -5.16680 0.62635 1.42372
C -3.90001 0.48436 0.98264
O -3.14468 1.40659 0.78183
N -3.62398 -0.84162 0.82259
N -2.41787 -1.21598 0.24509
H -6.57391 1.92162 2.05821
H -5.50978 2.57538 0.78220
H -4.90152 2.42064 2.44078
H -4.38387 -1.49419 0.93539
H -2.53518 -1.56603 -0.69635
H -1.88688 -1.87220 0.80629
S -1.77329 -0.64691 -6.64464
C -1.24398 -0.29075 -5.00245
C -1.03986 0.97672 -4.48173
C -0.58728 1.08355 -3.17119
N -0.33255 0.04583 -2.37940
C -0.51848 -1.17174 -2.89984
C -0.96991 -1.39122 -4.18413
C -2.44726 0.89806 -7.19547
C -1.84339 1.56443 -8.25385
C -2.42606 2.73368 -8.71873
N -3.52442 3.27009 -8.19117
C -4.08776 2.62588 -7.17443
C -3.60019 1.43726 -6.64698
H -1.21649 1.87250 -5.05975
H -0.42455 2.06819 -2.74349
H -0.30390 -2.01014 -2.24424
H -1.11217 -2.40172 -4.54539
H -0.93736 1.18191 -8.70328
H -1.97703 3.27622 -9.54263
H -4.98390 3.07014 -6.75591
H -4.11483 0.95232 -5.82819
C -0.86799 -4.12265 2.23243
N 0.47140 -3.69457 2.56790
C 0.62253 -3.38090 3.98298
C 1.12015 -2.87893 1.64790
N 0.46956 -2.39435 0.64300
N 2.44967 -2.64454 1.92716
C 3.31185 -3.73139 2.36105
C 3.12254 -1.58502 1.20042
H -1.12312 -4.98981 2.84311
H -0.92152 -4.38997 1.18084
H -1.61493 -3.34061 2.43458
H -0.11943 -2.63750 4.30160
H 1.60762 -2.97409 4.18568
H 0.48228 -4.28540 4.57713
H 1.11783 -1.94391 0.00102
H 2.71767 -4.55962 2.73447
H 3.98488 -3.39061 3.15037
H 3.92137 -4.09504 1.52581
H 3.30069 -1.83913 0.14600
H 4.08902 -1.40230 1.66864
H 2.56165 -0.65372 1.27066
*
```


Entry 2:
ORCA calculation (ωB97M-V with the def2-TZVPD basis set) on a structure of composition H15HgO8.

The calculation puts the lowest unoccupied orbital energy at -8.77 eV. The calculation puts the HOMO-LUMO gap at 0.1634 Eh. The energy above the lowest of the compared OMol25 structures with the same formula, charge and spin comes out at 72.5 kcal per mole. The calculation puts the strongest force on any atom at 0.0630 Eh/bohr. For the total energy, the calculation gives -20787.6851 eV.

Structure (ORCA input):
```
! wB97M-V def2-TZVPD RIJCOSX def2/J DEFGRID3
* xyz 1 1
Hg -0.50539 -2.36711 0.65109
O 0.38797 -0.31927 -0.07866
H -0.37349 0.23545 -0.21986
O -2.04314 1.57219 -0.43767
H -2.01288 1.65939 0.49124
H -2.96109 1.77758 -0.65527
O -1.72557 -0.92633 2.06806
H -1.29966 -0.48414 2.78085
H -2.55570 -1.19330 2.50168
O 1.70340 1.78224 -1.17521
H 1.25735 1.07029 -0.74214
H 2.39966 2.04658 -0.53311
O -2.28143 -1.06175 -0.82804
H -2.39214 -1.35415 -1.72829
H -2.09860 -0.11810 -0.77333
O 1.52330 1.06752 2.09394
H 2.33164 0.71423 2.33989
H 1.22931 0.52145 1.35150
O 3.03698 -0.86340 -0.03885
H 3.21558 -0.63094 0.86444
H 2.05898 -0.85401 -0.02374
O 0.23561 -0.50470 -2.87076
H 0.29593 -0.44460 -1.88882
H 0.57338 -1.32511 -3.14895
*
```


Entry 3:
ORCA calculation (ωB97M-V with the def2-TZVPD basis set) on a cluster of 2 separate species, C3H6N2O2 in total.

The calculation puts the lowest unoccupied orbital energy at 0.91 eV. The calculation puts the HOMO-LUMO gap at 0.3897 Eh. The energy above the lowest of the compared OMol25 structures with the same formula, charge and spin comes out at 157.3 kcal per mole. The SMILES is O/N=N/O.C#CC. The calculation puts the strongest force on any atom at 0.0515 Eh/bohr. For the total energy, the calculation gives -10277.9759 eV.

Structure (ORCA input):
```
! wB97M-V def2-TZVPD RIJCOSX def2/J DEFGRID3
* xyz 0 1
C 2.10987 -1.22649 0.79636
C 0.01233 -1.02053 2.38962
C 0.97843 -1.09847 1.68663
N -1.57582 1.24432 -1.94559
N -1.25290 1.33758 -0.74900
O -0.78786 0.34575 -2.62732
O -2.01869 2.19375 -0.07665
H 1.86934 -1.93247 0.00109
H 2.33720 -0.25949 0.34890
H 2.98019 -1.58214 1.34637
H -0.81611 -0.92413 3.02367
H -1.13182 0.34505 -3.53227
H -2.70416 2.57728 -0.66181
*
```